# 1
Below is C32H39AsF6N2O5P3PtS2 as an isolated structure, with properties calculated with the ωB97M-V functional and the def2-TZVPD basis.

* energy relative to the best compared isomer or geometry (same formula, charge and spin): 0.000 eV
* E_HOMO: -10.802 eV
* E_LUMO: -2.836 eV

Structure (ORCA input):
```
! RIJCOSX wB97M-V def2-TZVPD def2/J DEFGRID3
* xyz 1 1
Pt 1.2121 -0.7265 -1.5809
N -1.2321 -0.0259 0.4406
P -0.9813 0.3928 2.1176
C -2.6679 -0.0206 2.6839
C -3.4153 0.9861 3.2863
C -4.7234 0.7484 3.6928
C -5.2921 -0.4975 3.4872
C -4.5541 -1.5110 2.8836
C -3.2487 -1.2763 2.4890
C -0.0650 -1.0738 2.7145
C -0.3701 -1.6458 3.9487
C 0.4002 -2.6852 4.4521
C 1.4784 -3.1704 3.7263
C 1.7935 -2.6023 2.4991
C 1.0353 -1.5523 2.0051
P -0.6434 0.3791 -1.0478
C -1.9352 -0.2445 -2.1474
C -3.2668 -0.1973 -1.7362
C -4.2658 -0.6281 -2.5932
C -3.9453 -1.0946 -3.8617
C -2.6228 -1.1347 -4.2760
C -1.6170 -0.7161 -3.4175
C -0.7219 2.1651 -1.2751
C -0.7685 2.6312 -2.5898
C -0.8678 3.9884 -2.8448
C -0.9358 4.8865 -1.7871
C -0.9059 4.4235 -0.4804
C -0.7948 3.0637 -0.2186
H -1.6452 -0.9543 0.3537
H -2.9723 1.9641 3.4372
H -5.2953 1.5364 4.1647
H -6.3109 -0.6854 3.7998
H -4.9970 -2.4863 2.7295
H -2.6753 -2.0799 2.0387
H -1.2204 -1.2907 4.5189
H 0.1468 -3.1257 5.4075
H 2.0667 -3.9925 4.1119
H 2.6291 -2.9817 1.9238
H 1.3104 -1.0788 1.0692
H -3.5210 0.1696 -0.7493
H -5.2978 -0.5994 -2.2701
H -4.7298 -1.4310 -4.5266
H -2.3712 -1.5034 -5.2616
H -0.5834 -0.7676 -3.7343
H -0.7372 1.9316 -3.4172
H -0.9115 4.3448 -3.8653
H -1.0293 5.9464 -1.9839
H -0.9789 5.1237 0.3424
H -0.7613 2.7074 0.8025
C 3.2551 0.8964 -3.5010
P 2.6539 0.9827 -1.7928
C 4.0866 0.5623 -0.7769
C 2.3289 2.7336 -1.5229
H 4.0528 1.6270 -3.6469
H 2.4438 1.1090 -4.1968
H 3.6416 -0.1018 -3.7053
H 4.8911 1.2790 -0.9505
H 4.4328 -0.4379 -1.0336
H 3.7661 0.5873 0.2647
H 3.2946 3.2427 -1.5420
H 1.8528 2.8562 -0.5529
H 1.6965 3.1384 -2.3109
F 2.9024 -3.5180 -4.7075
C 1.7318 -3.2279 -4.1615
F 0.8153 -4.0905 -4.5625
F 1.3734 -1.9989 -4.5359
S 1.9216 -3.3297 -2.3219
O 2.8293 -2.2066 -2.0171
O 2.3220 -4.6547 -2.0346
N 0.4944 -2.8071 -1.7943
S -0.4887 -3.7133 -0.8370
O -1.4813 -2.8215 -0.3240
O 0.2323 -4.5954 0.0090
C -1.3882 -4.7480 -2.0742
F -2.3264 -5.4297 -1.4363
F -0.5462 -5.5859 -2.6628
F -1.9487 -3.9670 -2.9910
C 1.7066 1.4225 4.2114
As 2.2716 2.1743 2.5350
C 4.1928 2.1717 2.6547
C 1.7179 4.0244 2.5261
O 1.7608 1.3634 1.1829
H 2.2636 1.9144 5.0090
H 1.9199 0.3545 4.2110
H 0.6399 1.5799 4.3507
H 4.5192 2.7724 3.5028
H 4.6134 2.5786 1.7362
H 4.5313 1.1448 2.7858
H 1.0586 4.2224 3.3699
H 1.1848 4.2081 1.5967
H 2.5858 4.6787 2.5851
*
```

# 2
Below is C32H39BaF15O26 as an isolated structure at a distorted geometry, with properties calculated with the ωB97M-V functional and the def2-TZVPD basis.

* E_HOMO: -8.036 eV
* E_LUMO: -0.266 eV

Structure (ORCA input):
```
! RIJCOSX wB97M-V def2-TZVPD def2/J DEFGRID3
* xyz 0 1
Ba -0.1249 -0.1143 -0.4050
C 3.2636 0.7816 -1.4722
O 1.9202 1.0614 -1.1382
H 3.6574 -0.2418 -1.2945
H 3.6038 1.0146 -2.4995
H 3.9385 1.4256 -0.7831
C -1.8131 -1.6523 2.6014
O -1.2595 -1.1121 1.5189
H -2.9064 -1.9143 2.4525
H -1.3449 -2.6246 2.8463
H -1.7900 -1.0233 3.5266
C 3.9999 3.9842 -2.5070
C 2.5087 3.6330 -2.4927
O 2.1523 3.2016 -3.8487
C 3.2534 3.3902 -4.5685
O 3.3858 3.1236 -5.7095
O 4.3157 3.8540 -3.8298
F 1.8168 4.7190 -2.1617
H 4.5919 3.3483 -1.9211
H 4.1169 5.0312 -2.2034
H 2.1847 2.8067 -1.7801
C -1.4993 5.9678 -1.4021
C -1.7824 5.2043 -2.7697
O -1.4881 3.9091 -2.5188
C -1.0355 3.8542 -1.2152
O -0.6446 2.7698 -0.8139
O -0.9947 4.9658 -0.5432
F -1.0263 5.6561 -3.7762
H -2.4076 6.4385 -0.9458
H -0.7453 6.7538 -1.5537
H -2.7960 5.2630 -3.1813
C 2.1683 -5.7508 -0.3608
C 2.1056 -5.1572 1.0438
O 1.8537 -3.7920 0.8457
C 1.9970 -3.4886 -0.4704
O 1.7423 -2.4796 -1.0021
O 2.3363 -4.6444 -1.2127
F 3.4367 -5.2737 1.5422
H 1.2371 -6.3047 -0.7054
H 3.0241 -6.3520 -0.3633
H 1.3758 -5.6324 1.6845
C -2.5783 -3.5339 -0.0981
C -3.7649 -4.5254 -0.1174
O -3.2889 -5.5336 0.7053
C -1.9453 -5.5573 0.7033
O -1.2024 -6.3862 1.1291
O -1.4467 -4.3798 0.2744
F -3.7528 -4.9483 -1.4318
H -2.5713 -2.7501 0.6452
H -2.3812 -3.0742 -1.0587
H -4.7760 -4.2396 0.1499
C 1.8417 3.9772 1.8207
C 2.6811 2.8691 1.1267
O 3.3275 2.2490 2.1788
C 2.8422 2.6641 3.3541
O 3.0865 2.1771 4.4232
O 1.9403 3.6154 3.1952
F 3.6198 3.4545 0.3393
H 0.8069 4.0101 1.5045
H 2.2869 4.9291 1.6299
H 2.1500 2.1279 0.5090
C -0.7953 1.0804 5.1995
C -1.9854 1.6169 4.4288
O -1.5469 1.4839 3.1547
C -0.1567 1.3262 3.0910
O 0.4217 1.3622 2.0295
O 0.3431 1.2123 4.3340
F -2.3024 2.9555 4.6618
H -0.9717 0.0130 5.2297
H -0.6264 1.5974 6.1410
H -2.8986 0.9517 4.5304
C 1.0231 -3.2860 4.4810
C 1.4101 -1.9427 3.9292
O 2.6450 -2.1511 3.3441
C 2.9351 -1.5253 2.2316
O 2.1817 -0.7778 1.7132
C 4.3637 -1.8509 1.7186
F 4.3860 -2.1498 0.3602
F 5.1111 -0.7893 1.8477
F 4.9690 -2.8714 2.3976
H 1.8054 -3.7854 5.0754
H 0.7583 -3.9719 3.6280
H 0.1541 -3.1502 5.0768
H 1.5236 -1.2877 4.7981
H 0.6686 -1.5625 3.2605
C -4.9337 0.2497 2.1636
C -4.1192 0.7955 0.9396
O -4.5673 0.0782 -0.2575
C -3.7407 0.1116 -1.2651
O -2.6575 0.6000 -1.3641
C -4.3737 -0.4438 -2.5411
F -5.6525 -0.0035 -2.6838
F -3.7218 -0.1409 -3.6376
F -4.4588 -1.8053 -2.4543
H -5.9382 0.0217 1.8797
H -4.9831 0.9827 2.9527
H -4.4322 -0.6906 2.5303
H -3.0316 0.7599 1.0445
H -4.4781 1.8100 0.7960
C -0.5240 1.6389 -4.2306
C 0.4925 0.6229 -4.6625
O 0.0322 -0.6947 -5.1289
C -0.5815 -1.4705 -4.2091
O -0.8139 -1.1268 -3.0624
C -0.9008 -2.8661 -4.7185
F -1.2845 -2.8596 -5.9949
F 0.1438 -3.6697 -4.5003
F -1.9844 -3.2507 -3.9891
H -1.2343 1.7769 -5.0580
H -0.0721 2.6415 -4.0834
H -1.0429 1.4028 -3.3207
H 1.1665 0.3480 -3.8656
H 1.0726 0.9401 -5.5359
*
```

# 3
Below is C32H39FHoN7O6S2 as an isolated structure at a distorted geometry, with properties calculated with the ωB97M-V functional and the def2-TZVPD basis.

* E_HOMO (alpha / beta): -5.819 / -5.821 eV
* E_LUMO (alpha / beta): -0.422 / -0.422 eV

Structure (ORCA input):
```
! RIJCOSX wB97M-V def2-TZVPD def2/J DEFGRID3
* xyz 0 5
Ho 0.7426 -0.5783 0.1198
C 5.8207 4.4614 -1.0857
C 5.0176 3.4880 -0.2731
N 3.8862 2.9834 -1.0254
C 3.0577 1.9384 -0.6626
S 2.1069 1.2087 -1.9545
N 3.0369 1.7646 0.6510
N 1.9546 1.1021 1.1916
C 1.7383 1.4878 2.4325
C 2.5522 2.5611 3.1099
C 0.6599 0.8568 3.1420
C 0.3232 1.1709 4.4798
C -0.6849 0.5429 5.1239
C -1.4084 -0.4349 4.4285
C -1.1283 -0.6266 3.1002
N -0.1170 -0.0093 2.4426
H 6.5194 5.0834 -0.4737
H 5.2038 5.1143 -1.7617
H 6.4918 3.8783 -1.7275
H 4.5795 3.8971 0.6711
H 5.6625 2.6809 0.1154
H 3.9673 3.0830 -2.0357
H 3.0069 3.2634 2.4065
H 3.3695 2.0919 3.6811
H 2.0009 3.1066 3.8218
H 0.9138 1.9324 4.9874
H -0.8014 0.7018 6.1911
H -2.1564 -1.0399 4.9796
H -1.6575 -1.3305 2.4777
C -6.5782 -0.5714 -1.4394
C -6.0542 0.7457 -2.0159
C -6.9889 1.8779 -1.6101
C -6.3284 3.3137 -1.8240
C -4.9984 3.3585 -1.1439
C -4.5212 4.5478 -0.5761
C -3.2417 4.5992 -0.0548
F -2.7001 5.7043 0.4771
C -2.4259 3.4926 -0.1796
C -2.8393 2.2810 -0.7511
C -1.9020 1.0836 -0.7182
O -0.7129 1.1856 -0.2511
C -2.5608 -0.1466 -1.1930
C -3.7616 -0.0585 -1.8135
N -4.6684 0.9766 -1.6493
C -4.1680 2.2043 -1.2070
C -1.8854 -1.4609 -1.0010
O -2.0051 -2.2815 -1.9379
O -1.1280 -1.6090 0.0296
H -7.6895 -0.4726 -1.5463
H -6.3908 -0.7877 -0.3714
H -6.2692 -1.4325 -1.9898
H -5.9821 0.6246 -3.1510
H -7.2335 1.7108 -0.5120
H -7.9161 1.8011 -2.2315
H -6.9736 3.9872 -1.2570
H -6.2295 3.6354 -2.8830
H -5.1695 5.4418 -0.5647
H -1.4010 3.4957 0.2428
H -4.1131 -0.9044 -2.3852
C 2.6942 -2.7241 -3.6997
C 2.3554 -2.4175 -2.2893
N 1.0907 -2.3526 -1.8546
O 0.2608 -3.1812 -2.5337
C 3.4331 -2.0707 -1.4069
C 4.8993 -2.3596 -1.7288
N 3.1444 -1.4746 -0.2783
O 4.0401 -1.2115 0.5400
H 1.7701 -2.8857 -4.2791
H 3.4194 -3.5102 -3.7814
H 3.1686 -1.8514 -4.1025
H -0.6681 -3.0277 -2.2066
H 5.3633 -1.7484 -2.5869
H 5.0205 -3.4223 -1.9641
H 5.5706 -2.1881 -0.8077
O 1.3330 -2.1341 1.5418
S 1.3285 -3.3679 2.5034
C 2.9023 -4.2434 2.2377
C 2.7071 -5.0562 0.9830
C 1.2037 -5.1375 0.5470
C 0.3533 -4.6964 1.6865
H 3.1242 -4.9337 3.1035
H 3.6289 -3.4456 2.2728
H 3.0065 -6.1091 1.1244
H 3.2526 -4.6761 0.0647
H 1.0034 -6.1721 0.2374
H 1.1264 -4.5230 -0.3651
H 0.3158 -5.4838 2.4510
H -0.6697 -4.3169 1.5465
*
```

# 4
Below is one molecule with the formula C32H40Cl3FN2O6S2 at a distorted geometry, with properties calculated with the ωB97M-V functional and the def2-TZVPD basis.

* E_HOMO: -8.726 eV
* E_LUMO: 0.133 eV

Structure (ORCA input):
```
! RIJCOSX wB97M-V def2-TZVPD def2/J DEFGRID3
* xyz 0 1
C -0.0630 -2.5573 4.9653
O 0.9097 -3.0530 4.0741
C 1.7129 -2.0472 3.4914
C 2.0207 -2.4126 2.0455
C 0.7720 -2.7809 1.2248
C 0.4953 -1.8877 -0.0197
C -0.6398 -0.9118 0.1489
C -0.3588 0.2990 0.7921
C -1.3716 1.2325 0.9729
C -2.6338 0.9562 0.5105
O -3.6515 1.9338 0.7182
C -3.6710 2.8194 -0.2341
N -3.6440 3.6390 -1.0400
C -2.9593 -0.2182 -0.1431
C -4.3912 -0.3470 -0.6220
C -5.4196 -0.4691 0.5338
C -6.5609 0.5433 0.3998
C -7.8477 0.0476 1.0718
S -9.3186 0.7777 0.3443
O -8.9432 1.8793 -0.4841
O -10.2749 1.0070 1.3816
Cl -10.0448 -0.7076 -0.8441
C -1.9459 -1.1782 -0.3089
C -2.3270 -2.4754 -1.0101
Cl -1.8919 -3.9346 -0.0811
C -1.8956 -2.5102 -2.5097
C -3.0974 -2.9035 -3.3691
Cl -0.5966 -3.6767 -2.8932
S -1.0426 2.7631 1.7819
C 0.6091 3.0147 1.1994
C 1.0318 4.3120 0.9722
C 2.3347 4.4981 0.5645
F 2.7745 5.7423 0.3223
C 3.1926 3.4288 0.4024
C 2.7527 2.1277 0.6122
C 3.7397 1.0046 0.4029
C 3.4152 0.1674 -0.8617
C 4.4133 0.3739 -2.0009
C 5.6840 -0.4877 -1.8728
C 6.8819 0.2544 -1.2921
O 7.5215 1.0822 -2.2635
C 7.1299 2.3876 -2.2765
C 6.7930 2.9075 -3.6450
O 7.0872 3.0621 -1.2848
C 1.4312 1.9100 1.0108
N 0.9650 0.5740 1.2626
H 0.3405 -1.7494 5.5849
H -0.9283 -2.1556 4.4252
H -0.3839 -3.3600 5.6239
H 2.6596 -2.0035 4.0446
H 1.2523 -1.0575 3.5873
H 2.6535 -3.3002 2.1112
H 2.6176 -1.6330 1.5739
H -0.1169 -2.8263 1.8499
H 0.9136 -3.7911 0.8448
H 1.3951 -1.3342 -0.2654
H 0.2899 -2.5379 -0.8624
H -4.5258 -1.1423 -1.3438
H -4.6253 0.5741 -1.1606
H -5.8017 -1.4876 0.6088
H -4.8707 -0.2745 1.4558
H -6.7771 0.7057 -0.6551
H -6.2955 1.4909 0.8598
H -7.9446 -1.0359 1.0544
H -7.9386 0.3623 2.1106
H -3.4043 -2.5223 -1.0114
H -1.5765 -1.5159 -2.8107
H -3.5049 -3.8469 -3.0041
H -2.8172 -3.0125 -4.4119
H -3.8751 -2.1459 -3.2581
H 0.3697 5.1572 1.0960
H 4.2130 3.6346 0.1035
H 3.7821 0.3841 1.2983
H 4.7146 1.4731 0.2857
H 2.4035 0.4143 -1.1836
H 3.3947 -0.8891 -0.5903
H 4.6608 1.4326 -2.1056
H 3.9066 0.0752 -2.9205
H 5.9594 -0.8531 -2.8626
H 5.5057 -1.3500 -1.2287
H 6.5684 0.8516 -0.4361
H 7.6009 -0.4681 -0.9092
H 5.7155 3.0457 -3.7232
H 7.1124 2.2282 -4.4292
H 7.2640 3.8810 -3.7578
H 1.0156 0.3955 2.2619
*
```

# 5
Below is a 6-piece molecular cluster, C32H40ClN6 overall, with properties calculated with the ωB97M-V functional and the def2-TZVPD basis.

* E_HOMO: -10.662 eV
* E_LUMO: -2.886 eV

Structure (ORCA input):
```
! RIJCOSX wB97M-V def2-TZVPD def2/J DEFGRID3
* xyz 1 1
C -0.5454 -2.8541 1.1378
C -1.7865 -2.6774 0.2735
C -2.9630 -1.9937 0.9649
Cl -2.4501 -0.5584 1.9148
C -4.0444 -1.5088 -0.0129
C -4.4609 -2.5703 -1.0381
C -5.2295 -3.5661 -0.1821
N -5.9554 -2.6701 0.8264
C -5.3742 -1.2653 0.6782
H -0.1052 -1.8991 1.4152
H 0.2049 -3.4267 0.5929
H -0.7784 -3.3955 2.0570
H -1.5411 -2.1248 -0.6392
H -2.1362 -3.6681 -0.0311
H -3.3790 -2.6802 1.7097
H -3.7058 -0.5880 -0.4924
H -5.1283 -2.1089 -1.7702
H -3.6451 -3.0347 -1.5839
H -4.5452 -4.1989 0.3838
H -5.9457 -4.1991 -0.6973
H -6.9640 -2.6622 0.6963
H -5.7872 -3.0297 1.7627
H -5.3297 -0.7851 1.6524
H -6.0517 -0.7146 0.0287
N 2.4569 1.5234 -0.4090
C 2.5613 2.8483 -0.3097
C 1.6539 3.6348 0.3884
C 0.5845 3.0199 1.0167
C 0.4689 1.6405 0.9246
C 1.4265 0.9440 0.2029
H 3.4001 3.3196 -0.8071
H 1.8007 4.7054 0.4322
H -0.1420 3.6009 1.5704
H -0.3492 1.1041 1.3850
H 1.3661 -0.1365 0.1120
N 4.0808 5.6998 -1.3325
C 3.3917 6.8374 -1.2680
C 3.9535 8.0557 -0.9173
C 5.3055 8.0977 -0.6160
C 6.0350 6.9220 -0.6801
C 5.3791 5.7547 -1.0423
H 2.3367 6.7732 -1.5131
H 3.3421 8.9470 -0.8840
H 5.7811 9.0289 -0.3374
H 7.0922 6.9028 -0.4542
H 5.9242 4.8185 -1.1003
N -3.4304 1.5368 -2.0839
C -4.2057 1.7143 -3.1534
C -3.7130 1.9101 -4.4344
C -2.3398 1.9247 -4.6202
C -1.5204 1.7470 -3.5174
C -2.1108 1.5578 -2.2770
H -5.2762 1.7106 -2.9779
H -4.3936 2.0532 -5.2624
H -1.9172 2.0789 -5.6043
H -0.4427 1.7606 -3.6065
H -1.4942 1.4278 -1.3930
N 6.2230 0.7966 3.4523
C 5.2792 0.9610 2.5287
C 5.5317 1.0126 1.1652
C 6.8440 0.8897 0.7364
C 7.8393 0.7205 1.6854
C 7.4780 0.6799 3.0248
H 4.2624 1.0581 2.8957
H 4.7149 1.1453 0.4688
H 7.0855 0.9236 -0.3186
H 8.8780 0.6200 1.4009
H 8.2342 0.5473 3.7906
N -3.3080 -6.0136 0.8711
C -2.6194 -6.7121 -0.0325
C -1.4469 -7.3917 0.2586
C -0.9584 -7.3477 1.5544
C -1.6654 -6.6291 2.5058
C -2.8275 -5.9841 2.1155
H -3.0259 -6.7332 -1.0376
H -0.9344 -7.9436 -0.5168
H -0.0467 -7.8663 1.8192
H -1.3281 -6.5691 3.5312
H -3.4022 -5.4206 2.8443
*
```